The following is a DFT calculation (ωB97M-V with the def2-TZVPD basis set) of a cluster of 2 separate species, C2H6Br2NP in total in a non-equilibrium geometry.

```
12
C2H6Br2NP, DFT ωB97M-V with the def2-TZVPD basis set
Br -0.12589 3.47188 0.36179
Br 3.91712 -0.04110 -0.27130
P 2.24227 -0.00808 1.13163
N 0.86073 -0.44563 0.30850
C 0.79129 -1.01526 -1.00931
C -0.36418 0.14344 0.87542
H 0.88996 -0.23548 -1.89182
H 1.80898 -1.51108 -1.11514
H 0.00510 -1.77040 -0.95670
H -1.24973 -0.58528 0.98611
H -0.22917 0.72450 1.84763
H -0.91115 0.86215 0.19524
```

The HOMO energy (alpha / beta) is -8.21 / -7.23 eV. For the total energy, the calculation gives -153033.2770 eV. The HOMO-LUMO gap (alpha / beta) comes out at 5.9 / 4.1 eV.

The following is a DFT calculation (ωB97M-V with the def2-TZVPD basis set) of a cluster of 2 separate species, C2H6Br2OSi in total in a non-equilibrium geometry.

```
12
C2H6Br2OSi, DFT ωB97M-V with the def2-TZVPD basis set
Br -1.21731 1.37494 3.16633
Br 1.02796 -1.65103 -3.10954
Si 0.61969 -1.40333 -0.98223
O 1.35651 -0.04734 -0.67112
C -1.11208 -1.96984 -0.38966
C 1.05699 1.26086 -0.10831
H -1.06171 -2.62599 0.54021
H 0.26562 1.83198 -0.62831
H 1.98937 1.87710 -0.08964
H -1.42164 -0.87322 -0.17161
H -1.75424 -2.45586 -1.18059
H 0.84163 1.02102 0.93474
```

The HOMO energy (alpha / beta) is -8.36 / -6.61 eV. For the total energy, the calculation gives -152180.1326 eV. The HOMO-LUMO gap (alpha / beta) comes out at 6.1 / 2.8 eV.